{"formula": "C5H6O2", "method": "ωB97M-V/def2-TZVPD", "elements": ["C", "C", "O", "C", "C", "O", "C", "H", "H", "H", "H", "H", "H"], "positions_angstrom": [[-0.508, 0.035, 1.388], [-0.295, 0.961, 0.195], [1.069, 1.152, 0.687], [1.013, 0.149, 1.570], [0.606, -1.021, -1.075], [-0.812, -1.088, -1.143], [-0.202, 0.196, -1.116], [-0.945, 0.537, 2.255], [-1.002, -0.922, 1.216], [-0.840, 1.908, 0.121], [1.052, -1.296, -0.112], [1.154, -1.373, -1.944], [-0.290, 0.762, -2.043]], "lowdin_charge": [-0.126, -0.230, -0.058, 0.014, -0.096, -0.031, -0.230, 0.118, 0.115, 0.150, 0.099, 0.123, 0.150], "max_force_ev_per_a": 0.42, "de_lowest_kj_mol": 470.1, "total_charge": 0, "orbital_gap_ha": 0.358, "e_homo_ev": -8.83, "lumo_ev": 0.90, "e_tot_ha": -344.422842}

{"formula": "C5H6O2", "method": "ωB97M-V/def2-TZVPD", "elements": ["O", "C", "C", "O", "C", "C", "C", "H", "H", "H", "H", "H", "H"], "positions_angstrom": [[2.234, 1.377, -1.312], [1.642, 0.906, -0.371], [0.826, -0.360, -0.464], [0.702, -1.053, 0.781], [-0.801, -0.979, 0.608], [-1.300, 0.391, 0.680], [-0.678, -0.149, -0.604], [1.631, 1.397, 0.626], [1.222, -1.006, -1.256], [-1.071, -1.976, 0.906], [-2.372, 0.533, 0.593], [-0.808, 1.085, 1.348], [-1.227, -0.168, -1.534]], "lowdin_charge": [0.066, -0.191, -0.279, -0.054, -0.198, -0.034, -0.121, 0.135, 0.162, 0.148, 0.115, 0.111, 0.140], "max_force_ev_per_a": 3.13, "de_lowest_kj_mol": 290.2, "total_charge": 0, "orbital_gap_ha": 0.390, "e_homo_ev": -9.73, "lumo_ev": 0.88, "e_tot_ha": -344.491371}

{"formula": "C5H6O2", "method": "ωB97M-V/def2-TZVPD", "elements": ["O", "C", "C", "O", "C", "C", "C", "H", "H", "H", "H", "H", "H"], "positions_angstrom": [[2.182, 1.288, -1.591], [1.647, 0.866, -0.602], [1.047, -0.530, -0.474], [0.638, -0.814, 0.868], [-0.702, -0.920, 0.345], [-1.495, 0.384, 0.559], [-0.315, -0.781, -1.095], [1.538, 1.456, 0.333], [1.754, -1.268, -0.886], [-1.240, -1.801, 0.709], [-2.565, 0.197, 0.456], [-1.264, 0.769, 1.554], [-1.226, 1.153, -0.178]], "lowdin_charge": [0.083, -0.199, -0.331, -0.078, -0.404, -0.029, 0.226, 0.141, 0.172, 0.150, 0.090, 0.096, 0.083], "max_force_ev_per_a": 0.62, "de_lowest_kj_mol": 494.1, "total_charge": 0, "orbital_gap_ha": 0.327, "e_homo_ev": -9.53, "lumo_ev": -0.65, "e_tot_ha": -344.413727}

{"formula": "C5H6O2", "method": "ωB97M-V/def2-TZVPD", "elements": ["C", "C", "C", "C", "H", "H", "H", "H", "H", "H", "O", "C", "O"], "positions_angstrom": [[1.743, 0.694, -0.281], [0.606, 0.679, 0.102], [-0.790, 0.845, 0.421], [-1.795, -0.009, -0.358], [2.702, 0.876, -0.676], [-1.004, 0.862, 1.496], [-0.712, 1.889, 0.061], [-1.804, -1.048, -0.011], [-2.806, 0.398, -0.238], [-1.542, -0.018, -1.421], [0.719, -1.823, 0.720], [1.792, -1.655, 0.290], [2.891, -1.690, -0.106]], "lowdin_charge": [0.097, -0.171, -0.247, -0.089, 0.053, 0.123, 0.125, 0.069, 0.072, 0.079, 0.175, -0.464, 0.179], "max_force_ev_per_a": 1.60, "de_lowest_kj_mol": 158.5, "total_charge": 0, "orbital_gap_ha": 0.393, "e_homo_ev": -9.85, "lumo_ev": 0.85, "e_tot_ha": -344.541557, "smiles": "C#CCC.O=C=O"}

{"formula": "C5H6O2", "method": "ωB97M-V/def2-TZVPD", "elements": ["O", "C", "C", "C", "C", "C", "O", "H", "H", "H", "H", "H", "H"], "positions_angstrom": [[-3.568, -0.414, -0.651], [-2.474, 0.067, -0.499], [-1.601, -0.294, 0.694], [-0.254, 0.261, 0.643], [0.930, 0.375, 0.449], [2.316, 0.033, 0.108], [2.852, 0.769, -0.965], [-2.031, 0.774, -1.234], [-2.147, -0.084, 1.618], [-1.464, -1.382, 0.653], [2.981, 0.160, 0.966], [2.270, -1.047, -0.115], [2.190, 0.782, -1.668]], "lowdin_charge": [0.055, -0.254, -0.157, -0.038, 0.004, -0.279, -0.056, 0.127, 0.126, 0.135, 0.122, 0.125, 0.090], "max_force_ev_per_a": 0.66, "de_lowest_kj_mol": 260.6, "total_charge": 0, "orbital_gap_ha": 0.392, "e_homo_ev": -10.01, "lumo_ev": 0.66, "e_tot_ha": -344.502658, "smiles": "O=CCC#CCO"}

{"formula": "C5H6O2", "method": "ωB97M-V/def2-TZVPD", "elements": ["O", "C", "C", "C", "C", "C", "O", "H", "H", "H", "H", "H", "H"], "positions_angstrom": [[1.158, 0.884, 3.497], [0.874, 0.877, 2.321], [-0.120, -0.046, 1.728], [-0.461, 0.071, 0.464], [-0.838, 0.278, -0.767], [-0.265, -0.359, -2.012], [0.918, -1.087, -1.814], [1.340, 1.583, 1.603], [-0.581, -0.778, 2.388], [-1.662, 0.976, -0.920], [-1.053, -0.971, -2.481], [-0.022, 0.435, -2.726], [0.712, -1.865, -1.282]], "lowdin_charge": [0.039, -0.280, -0.055, -0.019, -0.062, -0.273, -0.051, 0.125, 0.117, 0.120, 0.122, 0.122, 0.095], "max_force_ev_per_a": 0.48, "de_lowest_kj_mol": 208.6, "total_charge": 0, "orbital_gap_ha": 0.370, "e_homo_ev": -9.80, "lumo_ev": 0.27, "e_tot_ha": -344.522474, "smiles": "O=CC=C=CCO"}

{"formula": "C5H6O2", "method": "ωB97M-V/def2-TZVPD", "elements": ["C", "C", "O", "C", "O", "C", "C", "H", "H", "H", "H", "H", "H"], "positions_angstrom": [[0.336, -0.442, 2.282], [-0.799, -0.515, -0.218], [0.209, 0.248, 0.506], [0.351, 1.550, 0.111], [-0.280, 2.049, -0.770], [-0.323, -0.907, -1.537], [0.047, -1.242, -2.632], [1.440, -0.547, 2.237], [-0.983, -1.368, 0.437], [0.192, 0.548, 2.767], [-1.695, 0.105, -0.293], [1.124, 2.046, 0.715], [0.380, -1.524, -3.605]], "lowdin_charge": [0.118, -0.161, -0.214, -0.289, 0.121, -0.089, 0.140, -0.032, 0.113, -0.037, 0.137, 0.159, 0.034], "max_force_ev_per_a": 0.61, "de_lowest_kj_mol": 617.0, "total_charge": 0, "orbital_gap_ha": 0.350, "e_homo_ev": -8.75, "lumo_ev": 0.77, "e_tot_ha": -344.366892}

{"formula": "C5H6O2", "method": "ωB97M-V/def2-TZVPD", "elements": ["C", "O", "C", "C", "O", "C", "C", "H", "H", "H", "H", "H", "H"], "positions_angstrom": [[-0.964, -1.112, -1.325], [-1.169, -0.280, 1.766], [-0.259, 0.520, 1.695], [0.987, 0.252, 0.887], [0.861, -1.042, 0.287], [0.094, -0.459, -0.738], [0.461, 0.914, -0.349], [-1.633, -0.515, -1.932], [-0.981, -2.188, -1.466], [-0.303, 1.556, 2.092], [1.948, 0.459, 1.364], [0.920, 0.002, -1.727], [0.040, 1.895, -0.554]], "lowdin_charge": [0.091, 0.081, -0.230, -0.271, 0.004, -0.508, 0.012, 0.065, 0.069, 0.135, 0.152, 0.285, 0.115], "max_force_ev_per_a": 2.01, "de_lowest_kj_mol": 616.3, "total_charge": 0, "orbital_gap_ha": [0.280, 0.270], "e_homo_ev": [-7.91, -7.58], "lumo_ev": [-0.30, -0.24], "e_tot_ha": -344.367160}

{"formula": "C5H6O2", "method": "ωB97M-V/def2-TZVPD", "elements": ["C", "O", "C", "C", "O", "C", "C", "H", "H", "H", "H", "H", "H"], "positions_angstrom": [[0.650, 0.570, 1.119], [0.406, -0.807, 1.342], [-0.004, -1.406, 0.238], [-0.775, -0.656, -0.780], [-1.546, 0.338, -0.076], [-0.295, 1.079, 0.024], [0.327, 0.263, -1.120], [1.536, 0.522, 0.427], [0.766, 1.048, 2.091], [0.061, -2.492, 0.339], [-1.237, -1.279, -1.543], [-0.457, 2.165, 0.044], [0.567, 0.655, -2.105]], "lowdin_charge": [-0.132, -0.039, -0.014, -0.349, -0.025, -0.246, 0.006, 0.129, 0.133, 0.139, 0.149, 0.153, 0.097], "max_force_ev_per_a": 1.57, "de_lowest_kj_mol": 567.9, "total_charge": 0, "orbital_gap_ha": [0.281, 0.313], "e_homo_ev": [-7.38, -7.96], "lumo_ev": [0.28, 0.57], "e_tot_ha": -344.385597}

{"formula": "C5H6O2", "method": "ωB97M-V/def2-TZVPD", "elements": ["C", "C", "O", "C", "O", "C", "C", "H", "H", "H", "H", "H", "H"], "positions_angstrom": [[2.051, -0.370, 0.124], [0.544, -0.398, -0.023], [0.055, 0.903, 0.299], [-1.253, 1.185, 0.212], [-1.674, 2.273, 0.497], [-2.162, 0.087, -0.257], [-1.974, -1.146, -0.634], [2.328, -0.115, 1.151], [2.466, -1.353, -0.118], [2.486, 0.372, -0.550], [0.098, -1.136, 0.657], [-3.224, 0.352, -0.304], [0.261, -0.653, -1.055]], "lowdin_charge": [-0.055, -0.267, 0.016, -0.505, 0.125, -0.150, 0.222, 0.085, 0.084, 0.085, 0.121, 0.126, 0.113], "max_force_ev_per_a": 0.50, "de_lowest_kj_mol": 362.6, "total_charge": 0, "orbital_gap_ha": 0.367, "e_homo_ev": -10.88, "lumo_ev": -0.88, "e_tot_ha": -344.463790}